DFT (wB97M-V/def2-TZVPD) results for 6 unconnected molecules or ions with the total composition C45H74N2O12 at a distorted geometry.

Its lowest unoccupied orbital energy is -1.0 eV. As for the molar mass: 835.09 g mol⁻¹. The electronic energy comes out at -75391.0026 eV. Its max |F| is 9.01 eV/A. The frontier orbital gap comes out at 7.4 eV.

```
133
Properties=species:S:1:pos:R:3:forces:R:3:mulliken_charge:R:1
C 7.478 -3.466 0.155 0.34 -0.04 -3.60 -0.57
C 7.652 -3.413 -1.337 -0.56 0.30 4.13 -0.14
C 6.502 -2.840 -2.378 -3.39 -3.37 -3.52 0.66
O 5.793 -3.740 -3.099 4.99 5.79 4.77 -0.53
O 6.192 -1.419 -2.610 0.37 -3.12 2.29 -0.28
C 5.582 -0.831 -1.388 -1.08 1.13 0.92 -0.26
C 4.082 -0.178 -1.729 0.59 -0.21 -0.95 -0.48
C 4.033 1.426 -1.394 -1.11 0.24 0.18 -0.82
C 3.033 1.756 -0.096 0.58 -0.09 -1.13 0.08
C 1.520 1.874 -0.719 0.56 -0.37 -0.29 -0.52
C 0.318 1.434 0.322 -0.46 0.64 -0.87 0.23
C -0.604 0.326 -0.459 -1.75 -2.43 -0.70 0.43
C -0.811 -1.169 0.261 -1.76 0.44 -3.50 -1.00
C -1.718 -2.373 -0.465 0.06 2.65 -1.97 0.37
O -1.933 -3.707 0.117 -0.84 3.93 -0.94 -0.41
C -3.373 -4.028 0.228 -1.62 -1.11 -0.38 -0.48
C -3.812 -4.580 1.727 -1.11 -0.02 -0.33 0.29
C -4.832 -3.506 2.465 0.13 -0.06 0.83 -0.77
O -2.677 -4.976 2.575 -1.02 2.13 -0.52 -0.55
C -2.382 -1.987 -1.912 1.37 2.77 0.62 0.21
C -2.193 -0.516 -2.609 1.09 -1.32 2.71 0.46
C -1.308 0.685 -1.933 -0.67 -3.34 0.59 0.34
O -1.143 1.968 -2.635 -1.21 -2.92 2.44 -0.45
C -2.226 2.917 -2.335 -1.08 1.80 1.05 -0.28
C -3.092 2.582 -0.984 -0.45 0.84 0.11 -0.36
C -3.053 -0.623 -4.000 1.86 3.97 -0.96 0.14
O -2.896 0.185 -5.051 -1.61 -5.50 6.36 -0.59
N -4.042 -1.782 -3.773 3.46 -0.30 -2.45 0.08
C -4.438 -2.104 -5.197 -2.42 -0.65 -1.92 -0.39
C -5.355 -3.450 -5.379 -2.88 -2.15 0.82 0.37
C -4.606 -4.742 -6.132 0.89 1.37 0.57 -0.95
N -6.665 -3.604 -4.948 5.69 -0.02 -2.09 -0.73
C -3.287 -2.830 -2.986 1.88 -3.85 1.61 0.16
O -3.230 -4.161 -3.068 -1.15 8.21 -0.15 -0.56
H 6.786 -2.741 0.774 1.06 -1.93 -1.67 0.20
H 8.024 -4.314 0.787 -0.74 2.37 -1.64 0.23
H 8.673 -3.839 -1.757 -2.83 0.50 0.52 0.28
H 6.242 0.069 -0.997 -1.07 -2.11 -0.83 0.23
H 5.446 -1.641 -0.550 0.44 1.57 -1.69 0.09
H 3.250 -0.801 -1.172 1.63 1.45 -1.00 0.25
H 3.877 -0.311 -2.896 0.61 0.10 2.58 0.29
H 3.523 1.956 -2.315 1.17 -0.93 1.78 0.30
H 5.088 1.932 -1.247 -1.99 -1.30 -0.28 0.42
H 3.097 0.854 0.662 -0.10 1.90 -1.35 0.33
H 3.411 2.768 0.376 -1.12 -2.18 -0.66 -0.27
H 1.390 2.966 -1.148 0.04 -2.22 1.02 0.20
H 1.453 1.146 -1.658 0.19 1.54 2.04 0.22
H -0.303 2.419 0.553 1.02 -2.22 -0.50 -0.32
H 0.715 1.059 1.369 -0.78 0.43 -2.36 0.38
H -0.303 -1.404 1.297 -1.13 0.62 -2.39 0.22
H -4.086 -3.121 -0.005 1.76 -1.60 0.31 0.25
H -3.624 -4.881 -0.563 0.77 1.90 1.64 0.18
H -4.475 -5.552 1.525 1.80 1.97 0.57 0.25
H -4.456 -3.354 3.587 -0.91 -0.35 -2.40 0.29
H -4.852 -2.445 1.950 0.09 -2.19 0.93 0.34
H -5.941 -3.935 2.535 2.56 1.03 -0.19 -0.06
H -2.299 -4.126 2.965 -0.73 -1.63 -0.88 0.34
H -2.966 3.055 -3.253 1.70 -0.63 1.80 0.24
H -1.696 3.968 -2.135 -1.13 -2.37 -0.54 0.15
H -2.412 2.464 -0.028 -1.33 0.15 -2.08 0.02
H -3.767 3.546 -0.777 1.49 -2.18 -0.56 0.08
H -3.801 1.653 -1.091 1.53 1.77 0.14 0.32
H -5.107 -1.191 -5.571 1.51 -2.01 0.94 0.36
H -3.544 -2.177 -5.955 -1.55 0.05 1.78 0.35
H -5.211 -5.740 -6.038 1.03 2.12 -0.26 0.39
H -4.375 -4.446 -7.256 -0.62 -0.75 2.28 0.26
H -3.559 -4.871 -5.586 -2.23 0.15 -1.18 0.21
H -6.894 -4.606 -5.224 0.18 1.52 0.42 0.28
C 2.413 6.453 3.247 -0.52 0.04 0.64 -0.04
C 3.900 6.505 3.005 0.44 0.44 -0.14 -0.72
C 4.186 5.112 2.488 0.20 -0.44 0.04 -0.38
O 3.005 4.671 1.804 -0.04 0.29 0.19 -0.27
C 1.938 5.581 2.105 -0.12 -0.09 -0.34 -0.05
H 1.935 7.435 3.260 0.04 -0.07 -0.08 0.39
H 2.210 5.958 4.204 0.04 0.08 -0.23 -0.10
H 4.123 7.245 2.228 0.05 -0.06 0.08 0.30
H 4.481 6.757 3.896 -0.06 -0.08 -0.10 0.35
H 4.376 4.414 3.310 0.07 0.08 0.02 0.09
H 5.039 5.086 1.804 -0.13 -0.07 -0.03 0.37
H 1.743 6.176 1.206 -0.10 0.04 -0.01 0.11
H 1.033 5.019 2.354 0.12 -0.08 -0.06 -0.03
C 2.891 2.180 6.838 0.52 -0.38 0.13 -0.58
C 1.938 3.085 7.574 -0.59 -0.03 0.29 -0.57
C 2.261 4.438 6.978 0.17 0.43 0.00 -0.53
O 2.693 4.206 5.630 -0.02 -0.29 0.28 -0.27
C 2.915 2.800 5.458 -0.10 0.01 -0.46 -0.38
H 2.583 1.131 6.829 0.05 0.12 -0.03 0.35
H 3.887 2.241 7.292 -0.10 -0.06 -0.06 0.26
H 0.904 2.808 7.334 0.09 0.05 0.08 0.27
H 2.056 3.058 8.660 -0.02 0.04 -0.13 0.33
H 3.085 4.921 7.514 -0.07 0.03 0.08 0.32
H 1.400 5.112 6.979 0.11 -0.01 -0.10 0.27
H 2.104 2.408 4.834 0.07 -0.08 -0.03 0.20
H 3.864 2.637 4.940 -0.10 0.12 -0.01 0.28
C -9.780 -4.770 4.854 -0.46 0.48 0.06 -0.52
C -9.438 -5.901 3.919 -0.13 -0.64 -0.08 -0.56
C -8.101 -5.460 3.364 0.32 0.13 -0.24 -0.44
O -7.460 -4.685 4.387 -0.37 -0.10 0.01 -0.35
C -8.423 -4.398 5.411 0.36 0.02 0.29 -0.45
H -10.498 -5.044 5.631 0.10 0.05 -0.07 0.33
H -10.193 -3.929 4.284 0.01 -0.08 0.10 0.26
H -9.317 -6.830 4.489 -0.02 0.07 -0.11 0.27
H -10.187 -6.071 3.142 0.12 0.01 0.07 0.33
H -8.228 -4.815 2.487 -0.05 -0.07 -0.09 0.32
H -7.463 -6.304 3.087 0.04 0.14 0.06 0.29
H -8.172 -5.008 6.285 -0.06 0.06 0.06 0.26
H -8.359 -3.343 5.692 0.11 -0.09 -0.06 0.27
C -2.991 7.324 1.184 -0.43 0.03 0.51 -0.62
C -1.505 7.376 0.942 0.47 0.44 -0.15 -0.41
C -1.219 5.984 0.425 0.12 -0.42 -0.06 -0.20
O -2.400 5.543 -0.259 0.08 0.40 0.25 -0.24
C -3.467 6.452 0.042 -0.18 -0.08 -0.43 -0.65
H -3.469 8.307 1.198 0.03 -0.13 -0.01 0.36
H -3.195 6.830 2.141 -0.03 0.08 -0.10 0.27
H -1.281 8.117 0.165 0.03 -0.07 0.10 0.32
H -0.923 7.629 1.833 -0.03 -0.05 -0.10 0.21
H -1.029 5.285 1.247 0.09 0.03 0.02 0.07
H -0.366 5.958 -0.259 -0.12 -0.10 0.00 0.25
H -3.662 7.048 -0.857 -0.10 0.03 0.05 0.32
H -4.371 5.890 0.291 0.10 -0.05 -0.08 0.32
C 7.016 -3.658 -6.248 -0.54 0.40 0.13 -0.36
C 7.358 -4.789 -7.183 -0.08 -0.60 -0.07 -0.55
C 8.694 -4.348 -7.738 0.32 0.15 -0.25 -0.48
O 9.335 -3.574 -6.715 -0.29 -0.11 -0.02 -0.44
C 8.373 -3.286 -5.691 0.28 0.03 0.22 -0.14
H 6.297 -3.932 -5.471 0.14 0.10 -0.10 0.24
H 6.603 -2.817 -6.817 0.03 -0.06 0.10 0.25
H 7.478 -5.718 -6.613 -0.03 0.07 -0.09 0.27
H 6.608 -4.959 -7.960 0.11 0.01 0.07 0.34
H 8.567 -3.704 -8.615 -0.03 -0.08 -0.07 0.27
H 9.332 -5.192 -8.015 0.05 0.14 0.05 0.28
H 8.624 -3.897 -4.817 -0.08 0.02 0.09 0.12
H 8.437 -2.231 -5.410 0.10 -0.07 -0.06 0.22
```
Positions in Å, forces in eV/Å.